No. 1
ORCA calculation (ωB97M-V with the def2-TZVPD basis set) on 6 unconnected molecules or ions with the total composition C33H78N4O26P9.

Element x y z (Å)
C1 -5.28 2.39 3.99
C2 -5.89 2.55 2.44
O1 -5.10 1.84 1.43
P1 -3.69 2.74 0.93
O2 -2.30 1.99 1.23
C3 -3.86 3.35 -0.87
C4 -3.67 2.20 -2.02
C5 -2.26 1.36 -1.95
N1 -2.01 0.07 -1.15
P2 -3.09 -0.92 -0.15
C6 -4.91 -0.88 -0.72
C7 -2.55 -2.77 -0.47
C8 -2.59 -2.94 -2.12
C9 -0.54 -0.17 -1.44
C10 0.50 -1.34 -0.90
C11 0.97 -1.23 0.69
C12 2.02 -2.47 1.08
C13 2.36 -3.51 -0.13
N2 1.93 -3.54 -1.55
C14 0.99 -2.46 -1.97
C15 0.17 0.91 -2.45
C16 1.72 1.01 -3.00
N3 2.55 1.61 -1.86
N4 -1.03 1.81 -2.70
P3 -0.69 3.15 -3.81
P4 -1.34 5.09 -3.07
O3 -0.62 6.19 -3.99
O4 -0.88 5.47 -1.43
O5 -3.07 5.32 -3.38
O6 -3.61 4.21 1.93
C17 -2.40 4.98 1.62
C18 -1.47 5.30 2.97
H1 -4.11 2.23 3.94
H2 -5.75 1.41 4.43
H3 -5.59 3.31 4.69
H4 -6.15 3.67 2.17
H5 -6.94 1.99 2.49
H6 -3.18 4.29 -0.98
H7 -4.98 3.75 -0.98
H8 -3.65 2.78 -3.06
H9 -4.64 1.55 -2.04
H10 -5.31 -2.00 -0.64
H11 -5.03 -0.60 -1.87
H12 -5.63 -0.24 -0.05
H13 -3.41 -3.49 -0.06
H14 -1.52 -3.04 0.01
H15 -1.71 -2.42 -2.68
H16 -3.59 -2.47 -2.59
H17 -2.59 -4.07 -2.47
H18 0.61 -0.41 1.44
H19 2.46 -2.55 2.18
H20 3.09 -4.41 0.19
H21 0.59 -2.44 -3.07
H22 2.20 -0.03 -3.28
H23 1.81 1.70 -3.95
H24 3.56 1.57 -2.10
H25 2.28 2.61 -1.71
H26 -1.53 2.90 -4.98
H27 -1.27 6.39 -1.25
H28 -3.30 6.27 -3.13
H29 -1.67 4.49 0.85
H30 -2.73 6.03 1.16
H31 -1.42 6.47 3.15
H32 -1.89 4.70 3.89
H33 -0.35 4.98 2.71
C19 -5.23 9.84 -0.29
O7 -4.69 10.71 -1.27
P5 -3.27 10.30 -1.91
O8 -2.83 8.89 -1.66
O9 -2.27 11.43 -1.36
C20 -2.32 11.75 0.02
O10 -3.45 10.71 -3.45
C21 -2.50 10.22 -4.38
H34 -5.92 10.42 0.34
H35 -5.78 9.04 -0.78
H36 -4.45 9.43 0.35
H37 -2.46 10.85 0.62
H38 -3.15 12.44 0.20
H39 -1.39 12.23 0.31
H40 -2.93 9.37 -4.92
H41 -1.58 9.91 -3.88
H42 -2.27 11.01 -5.09
C22 -4.13 -4.59 -7.67
O11 -4.67 -3.30 -7.82
P6 -5.35 -2.62 -6.52
O12 -5.03 -3.28 -5.21
O13 -6.91 -2.57 -6.89
C23 -7.51 -3.73 -7.43
O14 -4.90 -1.08 -6.65
C24 -5.07 -0.25 -5.52
H43 -4.11 -5.08 -8.65
H44 -3.11 -4.52 -7.29
H45 -4.74 -5.20 -6.99
H46 -7.13 -4.63 -6.93
H47 -7.29 -3.78 -8.50
H48 -8.59 -3.68 -7.29
H49 -4.10 -0.13 -5.02
H50 -5.79 -0.67 -4.81
H51 -5.43 0.72 -5.85
C25 5.37 -5.01 6.31
O15 4.76 -3.78 5.97
P7 5.74 -2.58 5.50
O16 7.13 -2.99 5.13
O17 5.63 -1.51 6.70
C26 5.74 -1.99 8.02
O18 4.89 -1.88 4.32
C27 5.56 -0.97 3.48
H52 4.70 -5.55 6.99
H53 5.51 -5.60 5.40
H54 6.33 -4.85 6.81
H55 6.51 -2.76 8.10
H56 4.78 -2.39 8.35
H57 6.02 -1.16 8.68
H58 5.79 -1.47 2.54
H59 6.48 -0.60 3.94
H60 4.90 -0.12 3.28
C28 6.63 -0.63 -6.36
O19 5.27 -0.99 -6.18
P8 4.91 -2.56 -6.19
O20 6.07 -3.49 -6.04
O21 4.06 -2.74 -7.55
C29 4.57 -2.16 -8.73
O22 3.79 -2.66 -5.05
C30 3.45 -3.95 -4.58
H61 6.68 0.39 -6.76
H62 7.15 -0.67 -5.40
H63 7.13 -1.30 -7.07
H64 5.66 -2.27 -8.79
H65 4.31 -1.10 -8.75
H66 4.12 -2.66 -9.59
H67 3.94 -4.12 -3.62
H68 3.75 -4.74 -5.29
H69 2.37 -4.00 -4.44
C31 5.06 -5.82 12.20
O23 5.53 -6.33 10.97
P9 5.09 -7.83 10.59
O24 3.96 -8.40 11.39
O25 6.47 -8.67 10.66
C32 7.29 -8.48 11.80
O26 4.83 -7.73 9.00
C33 4.15 -8.79 8.38
H70 5.74 -5.03 12.53
H71 4.07 -5.39 12.06
H72 5.03 -6.59 12.97
H73 6.69 -8.39 12.71
H74 7.89 -7.57 11.66
H75 7.96 -9.33 11.90
H76 3.11 -8.49 8.21
H77 4.17 -9.70 8.98
H78 4.61 -8.99 7.41

## Properties
total charge: +1

No. 2
ORCA calculation (ωB97M-V with the def2-TZVPD basis set) on 9 unconnected molecules or ions with the total composition C33H80Cl8N4O9.

Element x y z (Å)
C1 0.76 -0.50 -3.51
O1 1.50 -0.19 -4.68
C2 2.64 -0.99 -4.80
C3 3.50 -0.39 -5.86
N1 3.31 -1.05 -7.15
C4 4.19 -0.48 -8.15
C5 3.84 -0.97 -9.52
O2 2.63 -0.35 -9.90
C6 2.26 -0.61 -11.18
H1 0.59 -1.59 -3.45
H2 -0.21 -0.03 -3.50
H3 1.35 -0.21 -2.63
H4 2.37 -2.02 -5.08
H5 3.17 -1.05 -3.84
H6 4.55 -0.52 -5.58
H7 3.28 0.68 -5.92
H8 2.36 -0.85 -7.47
H9 5.22 -0.76 -7.91
H10 4.10 0.62 -8.21
H11 3.69 -2.06 -9.50
H12 4.65 -0.73 -10.23
H13 2.03 -1.68 -11.33
H14 2.99 -0.29 -11.93
H15 1.34 -0.06 -11.36
C7 -4.03 1.45 5.79
O3 -3.92 1.33 4.40
C8 -4.46 2.42 3.72
C9 -3.48 3.56 3.65
N2 -2.25 3.15 2.99
C10 -1.35 4.31 2.90
C11 0.02 3.96 2.32
O4 0.73 3.01 3.12
C12 1.32 3.53 4.28
H16 -5.05 1.23 6.13
H17 -3.74 2.45 6.13
H18 -3.36 0.71 6.21
H19 -5.40 2.73 4.19
H20 -4.69 2.13 2.70
H21 -3.26 3.96 4.66
H22 -3.93 4.39 3.10
H23 -1.76 2.47 3.56
H24 -1.20 4.70 3.92
H25 -1.81 5.04 2.23
H26 0.53 4.92 2.18
H27 -0.10 3.44 1.37
H28 2.23 4.12 4.07
H29 1.60 2.71 4.95
H30 0.65 4.19 4.84
C13 1.31 -0.85 3.12
O5 2.32 -1.56 3.74
C14 3.50 -1.61 2.96
C15 4.51 -2.40 3.74
N3 5.70 -2.64 2.98
C16 6.44 -1.46 2.56
C17 6.83 -0.51 3.69
O6 7.67 -1.17 4.56
C18 8.08 -0.39 5.68
H31 1.23 -1.11 2.06
H32 1.42 0.24 3.26
H33 0.36 -1.12 3.58
H34 3.81 -0.56 2.84
H35 3.32 -2.05 1.98
H36 4.06 -3.35 4.04
H37 4.69 -1.86 4.68
H38 6.31 -3.28 3.47
H39 5.86 -0.89 1.84
H40 7.35 -1.82 2.08
H41 5.94 -0.08 4.16
H42 7.35 0.36 3.24
H43 8.89 -0.93 6.18
H44 7.28 -0.27 6.42
H45 8.48 0.58 5.35
C19 -5.81 -1.65 1.89
O7 -5.51 -1.11 0.60
C20 -5.25 -2.11 -0.32
C21 -6.38 -2.31 -1.32
N4 -6.50 -1.42 -2.43
C22 -6.42 0.00 -2.20
C23 -6.46 0.72 -3.53
O8 -5.52 0.15 -4.44
C24 -4.20 0.46 -4.11
H46 -6.65 -2.35 1.82
H47 -6.14 -0.83 2.52
H48 -4.92 -2.11 2.32
H49 -5.12 -3.08 0.17
H50 -4.30 -1.97 -0.87
H51 -7.34 -2.37 -0.77
H52 -6.29 -3.32 -1.75
H53 -5.97 -1.71 -3.24
H54 -5.52 0.28 -1.61
H55 -7.26 0.32 -1.57
H56 -6.28 1.80 -3.44
H57 -7.45 0.64 -3.99
H58 -4.00 1.54 -4.05
H59 -3.55 0.00 -4.85
H60 -3.89 0.00 -3.16
Cl1 -1.82 -0.06 -1.15
C25 -1.27 0.25 0.51
C26 -2.17 -0.46 1.52
Cl2 -1.89 -2.22 1.38
H61 -1.30 1.33 0.65
H62 -0.25 -0.11 0.58
H63 -3.20 -0.20 1.30
H64 -1.92 -0.19 2.54
Cl3 -5.50 3.27 -0.89
C27 -3.83 2.68 -0.64
C28 -2.85 3.78 -0.60
Cl4 -2.65 4.52 -2.21
H65 -3.66 1.97 -1.45
H66 -3.86 2.05 0.24
H67 -1.87 3.35 -0.36
H68 -3.07 4.56 0.11
Cl5 2.52 -5.58 4.42
C29 1.09 -4.49 4.48
C30 0.50 -4.24 3.11
Cl6 -0.52 -5.60 2.58
H69 1.43 -3.56 4.92
H70 0.40 -4.98 5.16
H71 1.23 -3.98 2.36
H72 -0.15 -3.38 3.26
Cl7 4.01 3.86 -0.84
C31 3.16 2.97 0.46
C32 2.28 1.84 -0.08
Cl8 1.14 2.37 -1.33
H73 2.60 3.68 1.05
H74 3.95 2.54 1.08
H75 1.72 1.40 0.74
H76 2.94 1.07 -0.47
C33 0.91 -3.30 -0.58
O9 1.91 -2.41 -0.11
H77 0.85 -4.23 -0.02
H78 -0.06 -2.81 -0.50
H79 1.03 -3.47 -1.66
H80 2.74 -2.90 -0.10

## Properties
total charge: 0
structure (SMILES): COCCNCCOC.COCCNCCOC.COCCNCCOC.COCCNCCOC.ClCCCl.ClCCCl.ClCCCl.ClCCCl.CO

Values of HOMO, in order: -0.3948 -0.2981, all in hartree.